No. 1
Molecular formula: C5H8ClI
Method: DFT, wB97M-V/def2-TZVPD

Geometry as XYZ:
```
15
Properties=species:S:1:pos:R:3:forces:R:3
C 0.296 0.018 0.499 -1.6998 -3.4104 -1.4262
C 0.844 1.089 -0.004 -0.0169 0.0511 -1.8407
C 0.427 -0.459 1.897 0.8909 -2.2565 0.8085
C 0.763 1.523 -1.493 -0.8300 0.4334 1.8494
C -0.775 -1.216 -0.619 1.0436 3.5249 3.7874
Cl 1.815 2.044 1.103 -0.0652 0.5115 -0.5312
I 0.102 -2.340 -2.174 -0.1785 0.4126 0.5778
H -0.317 -0.077 2.633 0.3384 -0.3977 -0.6878
H 0.506 -1.621 1.919 -0.7616 1.8787 0.0113
H 1.431 -0.215 2.283 -0.4370 0.3315 -0.0665
H 1.722 1.927 -1.729 0.8561 -0.2096 -0.7079
H 0.129 2.433 -1.500 -0.1041 -0.5848 -0.2875
H 0.378 0.723 -2.172 0.5357 0.7914 0.6989
H -1.413 -0.345 -0.909 0.0456 -1.5278 -0.4044
H -1.185 -1.797 0.272 0.3826 0.4516 -1.7813
```
Forces are in eV/Å.

As for the highest occupied orbital energy: -9.273 eV. The energy above the lowest of the compared OMol25 structures with the same formula, charge and spin is 30.6 kcal per mole. As for the orbital gap: 0.349 Ha.



No. 2
Molecular formula: C18H16NO4P
Method: DFT, wB97M-V/def2-TZVPD

Geometry as XYZ:
```
40
Properties=species:S:1:pos:R:3:forces:R:3
C 2.343 -1.441 1.732 -0.4351 0.7430 -0.2752
N 1.271 -2.219 1.083 -0.1750 -0.1009 0.1341
C 1.765 -3.105 0.006 -0.8633 0.3110 -0.7883
C 0.419 -2.909 2.037 0.6865 -0.5448 0.4287
O 0.928 -3.631 2.863 -1.0267 0.4094 -0.1745
C -1.148 -2.634 1.966 0.6506 1.2917 -1.0422
C -1.327 -1.419 0.966 -0.4107 0.0484 -0.0089
C -0.954 -0.096 1.501 -0.8772 0.2077 -2.3974
C -1.054 1.052 0.621 -0.4606 -1.9743 -0.8377
C -1.540 0.819 -0.763 0.5117 -0.0624 0.4707
C -1.909 -0.473 -1.286 0.6248 -0.2944 2.1343
C -1.797 -1.651 -0.397 -0.2442 2.4648 1.2934
P -2.228 -3.313 -1.123 3.3381 -0.0616 -2.0333
O -1.166 -3.623 -2.165 -1.2170 0.3064 0.9883
C -1.599 2.100 -1.664 0.6002 -0.5060 0.9601
O -2.523 2.303 -2.412 0.7345 -0.0154 0.0067
C -0.394 3.079 -1.464 1.1242 0.7991 0.3732
C 0.232 3.724 -2.603 0.9135 0.5102 2.3241
C 1.376 4.620 -2.345 -0.6599 -0.6913 1.7402
C 1.857 4.876 -0.977 -2.0452 -1.6301 -0.4103
C 1.211 4.207 0.173 -0.4636 -0.0032 -2.1715
C 0.097 3.313 -0.085 0.1401 0.0186 -1.4000
C -0.650 2.510 1.033 0.5077 -0.2587 -0.8591
O -0.882 2.965 2.125 0.2801 -0.3976 -0.4459
H 3.064 -2.064 2.323 -0.4901 0.5365 -0.4858
H 1.844 -0.665 2.380 0.6727 -0.8214 -0.3557
H 2.849 -0.854 0.911 -0.2565 -0.7669 0.9028
H 0.910 -3.771 -0.310 1.0527 0.4558 0.2797
H 2.676 -3.697 0.284 -0.7770 0.3745 -0.1402
H 1.959 -2.446 -0.890 0.0909 -0.7965 0.8930
H -1.543 -2.326 2.965 0.5803 -0.4090 -0.6704
H -1.717 -3.539 1.642 0.7093 0.7252 0.3646
H -0.589 0.014 2.551 -0.4310 -0.1384 -1.0579
H -2.242 -0.641 -2.336 0.2974 0.5268 0.9392
H -3.483 -3.309 -1.796 -0.1037 0.2052 0.9931
H -2.122 -4.363 -0.148 -0.9216 0.8142 -0.0289
H -0.152 3.504 -3.621 0.4131 0.3440 0.8584
H 1.919 5.133 -3.174 -0.7100 -0.6104 0.7132
H 2.704 5.580 -0.810 -0.8179 -0.7596 -0.1762
H 1.593 4.387 1.207 -0.5422 -0.2495 -1.0385
```
Forces are in eV/Å.

As for the highest occupied orbital energy: -8.818 eV. The SMILES is CN(C)C(=O)Cc1cc2c(cc1[PH2]=O)C(=O)c1ccccc1C2=O. As for the orbital gap: 0.287 Ha.



No. 3
Molecular formula: C2H4N2O2
Method: DFT, wB97M-V/def2-TZVPD

Geometry as XYZ:
```
10
Properties=species:S:1:pos:R:3:forces:R:3
C -0.056 -1.094 0.043 -0.5686 -0.9079 -0.7855
C -1.201 -0.176 -0.015 -0.0286 0.7236 0.3018
H 1.069 1.171 0.241 0.8105 -0.7949 -0.4962
H 2.630 0.400 0.179 0.2177 0.2277 -0.0899
H -0.383 -2.139 -0.050 0.4459 0.4249 0.2989
H -1.714 1.610 -0.143 1.0349 -0.3497 0.2644
N 1.673 0.404 -0.123 -0.6101 0.7665 0.6528
N 1.192 -0.836 -0.062 -0.1367 -0.2571 0.2182
O -0.848 1.140 -0.009 -1.1811 0.6201 -0.2828
O -2.363 -0.479 -0.062 0.0161 -0.4532 -0.0817
```
Forces are in eV/Å.

As for the highest occupied orbital energy: -9.571 eV. The energy above the lowest of the compared OMol25 structures with the same formula, charge and spin is 48.5 kcal per mole. The SMILES is N/N=C\C(=O)O. As for the orbital gap: 0.369 Ha.



No. 4
Molecular formula: C5H13N2S
Method: DFT, wB97M-V/def2-TZVPD

Geometry as XYZ:
```
21
Properties=species:S:1:pos:R:3:forces:R:3
C 1.343 -3.074 2.357 0.3292 -0.1806 -0.0552
C 0.276 -2.121 2.674 -0.1751 0.2892 -0.2596
C 0.405 2.112 -0.320 0.2051 0.1777 0.0985
C -0.486 -0.088 -2.364 0.3461 -0.1389 -0.6842
C -0.967 1.658 -0.641 -0.2369 0.4813 0.0723
N -2.074 2.224 -0.629 -0.4705 -0.3771 -0.1802
N -1.067 0.228 -1.045 -0.3724 -0.2506 0.2723
S -0.233 -0.910 1.730 -0.1514 -0.0228 0.4440
H 1.866 -2.830 1.436 -0.0419 -0.0056 0.0085
H 0.917 -4.076 2.284 -0.0523 -0.1149 0.0177
H -0.213 -2.237 3.637 -0.0072 0.0015 0.0961
H 1.033 2.133 -1.209 0.0534 -0.0326 -0.0570
H 0.862 1.441 0.407 0.0932 -0.0402 0.0192
H 0.380 3.115 0.099 -0.0460 -0.0064 -0.0123
H -0.963 0.518 -3.131 -0.0523 0.0486 0.1162
H 0.583 0.108 -2.360 -0.0184 0.0176 0.1055
H -0.646 -1.139 -2.591 -0.0470 -0.0105 0.1080
H -2.124 3.199 -0.362 0.3771 0.1109 0.0821
H 2.047 -3.112 3.191 0.0539 -0.0267 0.0262
H -2.077 0.026 -1.054 0.2563 0.0658 0.0860
H -0.621 -0.355 -0.303 -0.0429 0.0142 -0.3042
```
Forces are in eV/Å.

As for the highest occupied orbital energy (alpha / beta): -12.720 / -12.720 eV. The energy above the lowest of the compared OMol25 structures with the same formula, charge and spin is 20.5 kcal per mole. As for the charge: +1. As for the orbital gap (alpha / beta): 0.324 / 0.324 Ha.